{"formula": "C31H46ClGeO2ScSi2Te", "method": "wB97M-V/def2-TZVPD", "lumo_energy_ha": -0.25781, "multiplicity": 1, "charge": 2, "elements": ["Sc", "Cl", "C", "C", "C", "C", "O", "C", "C", "O", "C", "H", "H", "H", "H", "C", "Si", "C", "C", "C", "Te", "C", "Si", "C", "C", "C", "H", "H", "H", "H", "H", "H", "H", "H", "H", "H", "H", "H", "H", "H", "H", "H", "H", "H", "H", "H", "H", "H", "Ge", "C", "C", "C", "C", "C", "C", "C", "C", "C", "C", "C", "C", "H", "H", "H", "H", "H", "H", "H", "H", "H", "H", "H", "C", "C", "C", "C", "H", "H", "H", "H", "H", "H", "H", "H", "H"], "positions_angstrom": [[-1.3298, 0.6866, 0.1772], [5.4046, 0.7414, 3.0021], [3.9371, 0.4090, 2.1784], [3.9595, -0.1520, 0.8991], [2.7846, -0.4597, 0.2376], [1.5459, -0.2029, 0.8158], [0.3960, -0.6130, 0.2090], [1.5239, 0.4523, 2.0771], [0.3218, 0.9359, 2.6754], [-0.7614, 1.0811, 2.0739], [2.7284, 0.7056, 2.7598], [4.9133, -0.3525, 0.4288], [2.8230, -0.9100, -0.7443], [0.3743, 1.2517, 3.7222], [2.6919, 1.1681, 3.7389], [-2.7925, 4.0132, -0.2921], [-2.4112, 3.6779, -2.1147], [-2.8955, 1.8736, -2.4469], [-3.2599, 4.8664, -3.2789], [-0.5296, 3.7856, -2.3849], [0.6621, 2.7074, -0.9591], [0.7254, 4.3190, 0.4679], [2.3944, 5.2737, 0.3576], [2.2722, 6.7971, 1.4417], [2.6886, 5.7176, -1.4467], [3.6753, 4.0275, 0.9662], [-3.8519, 3.8452, -0.0878], [-2.5714, 5.0436, -0.0090], [-2.2157, 3.3608, 0.3767], [-3.9656, 1.7176, -2.3034], [-2.3832, 1.1728, -1.7654], [-2.6516, 1.5669, -3.4652], [-4.3447, 4.8175, -3.1662], [-3.0289, 4.6397, -4.3214], [-2.9552, 5.8971, -3.0892], [-0.1654, 4.8136, -2.3358], [-0.2567, 3.3897, -3.3647], [0.5959, 3.8932, 1.4640], [-0.1367, 4.9466, 0.2437], [1.5062, 7.4870, 1.0833], [3.2244, 7.3322, 1.4280], [2.0471, 6.5549, 2.4815], [1.9459, 6.4298, -1.8134], [2.6622, 4.8333, -2.0876], [3.6677, 6.1831, -1.5724], [3.5923, 3.8567, 2.0422], [4.6901, 4.3772, 0.7690], [3.5504, 3.0674, 0.4557], [0.4052, -2.7244, -0.0089], [-1.4370, -3.2942, -0.1889], [-1.9794, -3.4818, -1.4611], [-3.2308, -4.0595, -1.5956], [-3.9331, -4.4598, -0.4655], [-3.3900, -4.2805, 0.8003], [-2.1413, -3.6991, 0.9448], [1.6368, -3.0861, -1.4655], [2.7135, -3.9221, -1.1722], [3.5611, -4.3333, -2.1895], [3.3410, -3.9058, -3.4915], [2.2795, -3.0576, -3.7809], [1.4215, -2.6509, -2.7720], [1.0076, -2.9185, 1.3906], [-1.4223, -3.1946, -2.3451], [-3.6539, -4.2119, -2.5795], [-4.9041, -4.9245, -0.5728], [-3.9421, -4.6015, 1.6735], [-1.7153, -3.5666, 1.9328], [2.8852, -4.2547, -0.1542], [4.3929, -4.9880, -1.9662], [3.9958, -4.2388, -4.2855], [2.1176, -2.7212, -4.7964], [0.5915, -1.9923, -3.0032], [-4.2644, 1.1009, 1.7444], [-4.4839, 0.1509, 0.5636], [-5.5556, -0.8842, 0.9067], [-3.1622, -0.5412, 0.1744], [-5.2078, 1.5235, 2.0900], [-3.6151, 1.9431, 1.4671], [-3.8102, 0.5701, 2.5855], [-4.8396, 0.7369, -0.2904], [-5.2378, -1.4899, 1.7589], [-5.7427, -1.5523, 0.0650], [-6.4953, -0.3957, 1.1689], [-3.3443, -1.1315, -0.7337], [-2.9498, -1.2831, 0.9664]]}

{"formula": "C7H5N2O4", "method": "wB97M-V/def2-TZVPD", "lumo_energy_ha": [0.12083, 0.12084], "multiplicity": 1, "charge": -1, "elements": ["C", "C", "C", "C", "C", "C", "C", "N", "N", "O", "O", "O", "O", "H", "H", "H", "H", "H"], "positions_angstrom": [[-2.6478, 0.2410, -0.2205], [-1.9801, 1.1144, 0.5482], [-2.0082, -0.9081, -0.7515], [-0.6248, 0.9218, 0.7729], [-0.6473, -1.0491, -0.6216], [0.0473, -0.1782, 0.2440], [1.3942, -0.3964, 0.5181], [2.6277, 1.3414, -0.1181], [2.2154, -1.3866, 0.1515], [3.1109, 1.9757, 0.7786], [2.6769, 1.4549, -1.3243], [1.6184, -2.5148, 0.3791], [3.3832, -1.2488, -0.2044], [-3.6877, 0.5014, -0.2586], [-2.4744, 1.9743, 0.8483], [-2.6049, -1.6204, -1.3100], [-0.2813, 1.8124, 1.3555], [-0.1175, -2.0346, -0.7871]]}

{"formula": "AlH6O3", "method": "wB97M-V/def2-TZVPD", "lumo_energy_ha": [-0.38873, -0.57794], "multiplicity": 2, "charge": 2, "elements": ["Al", "O", "H", "H", "O", "H", "H", "O", "H", "H"], "positions_angstrom": [[0.0175, 0.7847, -1.2400], [-1.8146, 0.7662, 1.0856], [-1.5196, 0.9125, 1.9844], [-2.7339, 0.5141, 1.1728], [0.5240, -1.8219, -2.5326], [1.0849, -2.5818, -2.3774], [0.2669, -1.8971, -3.4516], [1.2911, 1.0375, 1.4154], [1.8420, 0.5006, 1.9850], [1.0417, 1.7854, 1.9583]]}

{"formula": "C20H60O20", "method": "wB97M-V/def2-TZVPD", "lumo_energy_ha": 0.01082, "multiplicity": 1, "smiles": "OCCO.OCCO.OCCO.OCCO.OCCO.OCCO.OCCO.OCCO.OCCO.OCCO", "elements": ["O", "C", "C", "O", "H", "H", "H", "H", "H", "H", "O", "C", "C", "O", "H", "H", "H", "H", "H", "H", "O", "C", "C", "O", "H", "H", "H", "H", "H", "H", "O", "C", "C", "O", "H", "H", "H", "H", "H", "H", "O", "C", "C", "O", "H", "H", "H", "H", "H", "H", "O", "C", "C", "O", "H", "H", "H", "H", "H", "H", "O", "C", "C", "O", "H", "H", "H", "H", "H", "H", "O", "C", "C", "O", "H", "H", "H", "H", "H", "H", "O", "C", "C", "O", "H", "H", "H", "H", "H", "H", "O", "C", "C", "O", "H", "H", "H", "H", "H", "H"], "positions_angstrom": [[-0.0511, 1.6333, -1.8949], [0.8659, 0.5223, -2.0649], [0.5729, 0.0503, -3.5449], [1.6409, -0.8397, -3.9099], [-0.9411, 1.3213, -1.9589], [1.9359, 0.7893, -2.0909], [0.6119, -0.2267, -1.3609], [0.6949, 0.8333, -4.2779], [-0.4451, -0.3647, -3.8059], [1.8939, -0.7587, -4.8249], [1.4869, 0.5593, 3.7441], [1.7539, -0.6977, 4.2601], [3.1509, -1.2637, 3.8981], [3.4309, -2.3397, 4.7161], [0.7979, 0.4433, 3.0671], [1.6039, -0.6257, 5.3422], [1.0049, -1.4297, 3.9541], [3.9269, -0.5207, 4.1381], [3.1729, -1.5457, 2.8482], [3.1529, -3.1367, 4.2842], [2.4089, -2.1797, -1.3379], [3.7329, -2.2037, -1.6659], [4.6139, -2.9977, -0.7709], [5.9529, -2.8347, -1.2729], [1.9039, -1.7427, -2.0079], [3.7839, -2.3777, -2.7319], [4.0679, -1.1727, -1.4479], [4.2549, -4.0007, -0.8499], [4.6069, -2.6647, 0.2801], [6.3879, -1.9987, -0.9879], [-0.5361, -1.6977, 0.0821], [-0.3771, -0.9467, 1.3341], [-1.0291, 0.3813, 1.2071], [-0.8361, 1.1293, 2.3671], [-0.0391, -2.5387, 0.1701], [-0.9351, -1.5707, 2.0411], [0.6749, -0.9597, 1.6411], [-2.0701, 0.2173, 0.9901], [-0.6971, 0.8813, 0.2831], [-1.3291, 1.9643, 2.2691], [2.9849, -4.1037, 2.5832], [2.1519, -3.9297, 1.4821], [0.6949, -4.3747, 1.7522], [0.0219, -4.4367, 0.5401], [3.7809, -4.4977, 2.2291], [2.2279, -2.9217, 1.1491], [2.5939, -4.4447, 0.6341], [0.1969, -3.7747, 2.5731], [0.7239, -5.3347, 2.2061], [0.4789, -5.0227, 0.0211], [-0.1251, -3.3457, -4.3129], [-0.5731, -3.3187, -2.8879], [-1.6231, -4.4327, -2.6529], [-2.1711, -4.3387, -1.3879], [-0.7991, -3.0177, -4.8889], [0.2489, -3.6117, -2.2719], [-0.8131, -2.3327, -2.5239], [-1.0851, -5.3667, -2.7319], [-2.3941, -4.4627, -3.3899], [-1.5261, -4.4027, -0.7159], [2.0379, 1.0673, 0.7281], [1.8919, 2.4473, 0.9371], [2.4449, 3.3873, -0.1269], [1.9079, 4.6533, 0.0061], [1.2379, 0.7163, 0.3281], [0.9359, 2.6723, 1.3001], [2.5829, 2.7723, 1.7831], [2.2149, 2.9213, -1.0779], [3.5399, 3.5383, -0.0429], [2.2809, 5.0913, 0.8121], [-4.0961, 2.9053, 0.2782], [-4.7291, 3.8713, -0.5179], [-3.7401, 4.6313, -1.3619], [-4.3171, 5.6573, -2.0639], [-3.3731, 3.3133, 0.7341], [-5.5701, 3.4243, -1.1149], [-5.1551, 4.6053, 0.1491], [-3.1301, 3.9983, -1.9749], [-3.0651, 5.1413, -0.7379], [-3.6381, 6.0683, -2.5899], [-4.0101, -2.2237, -2.4479], [-3.4481, -1.1167, -1.7059], [-3.4791, 0.1873, -2.5379], [-2.8041, 1.1333, -1.7699], [-3.8671, -3.0187, -2.0049], [-4.1531, -0.9397, -0.8729], [-2.4801, -1.4027, -1.3829], [-4.4861, 0.5293, -2.7189], [-2.9291, 0.0443, -3.4339], [-3.5111, 1.6103, -1.3559], [-1.6661, 3.6793, 1.3461], [-1.1911, 4.7903, 2.1371], [-1.8551, 4.7433, 3.5091], [-1.1071, 5.7143, 4.2552], [-1.2631, 3.8433, 0.4871], [-0.1271, 4.6793, 2.3781], [-1.4981, 5.6453, 1.5391], [-1.8351, 3.8083, 4.1152], [-2.9031, 5.1273, 3.4932], [-1.4471, 6.6633, 4.0031]]}

{"formula": "C48H56Br4O", "method": "wB97M-V/def2-TZVPD", "lumo_energy_ha": 0.00810, "multiplicity": 1, "smiles": "c1ccccc1.c1ccccc1.c1ccccc1.c1ccccc1.c1ccccc1.c1ccccc1.c1ccccc1.BrCCBr.BrCCBr.CCO", "elements": ["C", "C", "C", "C", "C", "C", "H", "H", "H", "H", "H", "H", "C", "C", "C", "C", "C", "C", "H", "H", "H", "H", "H", "H", "C", "C", "C", "C", "C", "C", "H", "H", "H", "H", "H", "H", "C", "C", "C", "C", "C", "C", "H", "H", "H", "H", "H", "H", "C", "C", "C", "C", "C", "C", "H", "H", "H", "H", "H", "H", "C", "C", "C", "C", "C", "C", "H", "H", "H", "H", "H", "H", "C", "C", "C", "C", "C", "C", "H", "H", "H", "H", "H", "H", "Br", "C", "C", "Br", "H", "H", "H", "H", "Br", "C", "C", "Br", "H", "H", "H", "H", "C", "C", "O", "H", "H", "H", "H", "H", "H"], "positions_angstrom": [[-5.2513, -3.0541, 3.5321], [-6.4948, -3.5313, 3.8910], [-6.6188, -3.6484, 5.2520], [-5.6360, -3.2624, 6.1846], [-4.4866, -2.6432, 5.7131], [-4.2666, -2.6319, 4.3868], [-4.9873, -3.0255, 2.4853], [-7.3232, -3.6800, 3.2142], [-7.6158, -3.8996, 5.5826], [-5.9597, -3.2834, 7.2147], [-3.6992, -2.2959, 6.3656], [-3.3657, -2.3290, 3.8740], [2.7157, 6.5737, -3.1491], [3.6971, 7.5416, -2.7227], [3.8906, 8.5995, -3.5540], [3.1588, 8.7806, -4.6823], [2.2797, 7.8004, -5.1087], [1.9902, 6.7468, -4.2817], [2.4294, 5.7678, -2.4895], [4.2133, 7.5112, -1.7745], [4.6886, 9.3215, -3.4630], [3.3249, 9.6274, -5.3318], [1.7094, 7.9436, -6.0145], [1.3173, 5.9525, -4.5691], [-0.0102, -7.8061, 1.3650], [0.2276, -9.1187, 1.7012], [0.0062, -9.6614, 2.9615], [-0.3580, -8.7646, 3.8964], [-0.4736, -7.4047, 3.6033], [-0.4252, -6.9542, 2.3169], [0.0992, -7.4679, 0.3452], [0.5199, -9.9055, 1.0215], [0.2783, -10.6910, 3.1412], [-0.3682, -9.1058, 4.9211], [-0.6869, -6.7005, 4.3939], [-0.7684, -5.9394, 2.1796], [-0.4228, 3.3232, -7.7210], [0.2880, 2.2147, -7.2949], [-0.3328, 1.3021, -6.4859], [-1.6881, 1.4361, -6.1405], [-2.3867, 2.5692, -6.4856], [-1.7082, 3.5275, -7.2268], [0.0663, 4.1200, -8.2616], [1.2493, 1.9884, -7.7322], [0.1644, 0.4032, -6.1525], [-2.0463, 0.5139, -5.7074], [-3.4147, 2.7751, -6.2263], [-2.1710, 4.4739, -7.4643], [4.9259, -3.9559, -3.5009], [3.5744, -3.7247, -3.3494], [3.0508, -2.4580, -3.4977], [3.8799, -1.3884, -3.8565], [5.2218, -1.6142, -4.1341], [5.7346, -2.8932, -4.0171], [5.3145, -4.9546, -3.3661], [2.8059, -4.4524, -3.1344], [1.9872, -2.3915, -3.3221], [3.4538, -0.3995, -3.9394], [5.9345, -0.8826, -4.4853], [6.7618, -3.2178, -4.0930], [7.1777, -2.8969, 1.7950], [5.8645, -2.5198, 1.8734], [5.2916, -2.3416, 3.1502], [6.0641, -2.2974, 4.2799], [7.4363, -2.6515, 4.1961], [7.9797, -3.0436, 2.9315], [7.6218, -3.1877, 0.8545], [5.2220, -2.5091, 1.0053], [4.2237, -2.1966, 3.2198], [5.5526, -2.1265, 5.2156], [7.9527, -2.8078, 5.1317], [9.0241, -3.2596, 2.7615], [2.3998, 3.1458, 4.0405], [1.3139, 2.7592, 4.8286], [0.0466, 3.3625, 4.6415], [-0.1562, 4.3622, 3.6707], [0.9696, 4.8126, 2.9567], [2.2134, 4.1861, 3.1222], [3.3962, 2.8350, 4.3180], [1.3049, 1.9890, 5.5856], [-0.7913, 3.1002, 5.2705], [-1.1656, 4.7453, 3.6969], [0.9427, 5.5085, 2.1312], [3.0208, 4.5897, 2.5292], [-5.0618, -0.1942, -1.5677], [-6.3232, -0.0336, -3.1460], [-7.6321, 0.8113, -2.8520], [-8.8888, -0.2301, -1.6036], [-6.6207, -1.0539, -3.3884], [-5.7640, 0.4123, -3.9686], [-8.2381, 1.1042, -3.7094], [-7.2629, 1.6950, -2.3317], [-5.5513, 2.5880, 4.9748], [-5.5910, 2.9237, 2.9899], [-6.2062, 4.4135, 2.9484], [-6.5509, 5.1433, 1.1499], [-6.1239, 2.0265, 2.6748], [-4.6050, 2.8221, 2.5365], [-5.4967, 5.0212, 3.5099], [-7.0903, 4.4035, 3.5859], [0.1275, 0.8681, -0.6823], [0.0501, 0.1499, 0.6780], [0.4187, -1.1817, 0.4571], [1.1279, 1.0737, -1.0631], [-0.2524, 1.8822, -0.5585], [-0.4439, 0.4738, -1.5227], [-0.9895, 0.2501, 0.9900], [0.6915, 0.5584, 1.4589], [1.3780, -1.1615, 0.4266]]}

{"formula": "C5H7Br", "method": "wB97M-V/def2-TZVPD", "lumo_energy_ha": 0.02231, "multiplicity": 1, "smiles": "C=CC#CC.Br", "elements": ["C", "C", "C", "C", "C", "H", "H", "H", "H", "H", "H", "Br", "H"], "positions_angstrom": [[1.8290, -2.2704, 0.2845], [1.1855, -1.5030, -0.5784], [0.7186, -0.1811, -0.2899], [0.2659, 0.9174, -0.2518], [-0.1889, 2.3413, -0.0351], [2.1635, -3.1763, -0.1721], [1.9615, -1.8593, 1.2990], [0.8226, -1.7067, -1.5584], [-1.1700, 2.5843, -0.5583], [0.5355, 3.0502, -0.3944], [-0.5274, 2.4756, 0.9346], [-4.1533, -0.2160, 0.0206], [-3.4424, -0.4559, 1.2998]]}

Max |F| for the records above, in order: 0.87; 4.74; 1.87; 4.10; 3.11; 3.39 eV Å⁻¹